Formula: C4H9N2S
Source: OMol25
Level of theory: wB97M-V/def2-TZVPD

## Properties
HOMO-LUMO gap (alpha / beta) = 6.83 / 6.83 eV
Energy relative to the best compared isomer or geometry (same formula, charge and spin) = 80.39 kcal per mole
Charge = +1
Total energy = -665.1642 Eh
SMILES string = CC(C)=[NH+]C(N)=S
2S+1 = 1
Molar mass = 117.2 g mol⁻¹
Strongest force on any atom = 6.415 eV/Å

XYZ file:
```
16
Properties=species:S:1:pos:R:3:mulliken_charge:R:1
C -0.31546 1.78601 -0.68426 0.075
C 0.47120 -0.63869 -0.00585 1.048
C 1.27034 -1.77960 -0.36285 -1.235
C -0.12406 -0.60080 1.33846 -1.251
N 0.39230 0.52440 -0.77345 -0.114
N -1.58434 1.56181 -0.13838 -0.421
S -0.05591 3.50183 -1.22933 -0.140
H 0.61345 -2.65947 -0.70294 0.321
H 1.69670 -2.14854 0.62768 0.344
H 1.99876 -1.60502 -1.07996 0.449
H 0.25219 0.36667 1.66215 0.407
H 0.13450 -1.43980 2.01836 0.383
H -1.30241 -0.49272 1.36075 0.310
H 0.93189 0.23098 -1.67265 0.305
H -2.20809 0.90092 -0.39253 0.236
H -2.17107 2.49200 0.03480 0.281
```